Entry 1:
This record from the Open Molecules 2025 dataset describes a cluster of 3 separate species, C3H9N2O2 in total. The level of theory is ωB97M-V/def2-TZVPD.

The geometry in XYZ format:
```
16
Properties=species:S:1:pos:R:3
O 2.84 2.23 -0.45
O 1.91 -0.37 -0.84
N -0.67 -1.05 -0.20
N -2.19 0.17 0.66
C -1.14 0.19 -0.14
C -1.41 -1.87 0.61
C -2.40 -1.11 1.14
H -2.76 0.97 0.90
H 2.51 -0.84 -1.44
H 3.34 2.53 0.32
H 2.56 3.04 -0.89
H -1.20 -2.92 0.67
H 0.24 -1.26 -0.63
H -0.71 1.04 -0.62
H 2.29 0.53 -0.89
H -3.22 -1.29 1.81
```

frontier orbital gap	11.6	eV
largest force on an atom	0.885	eV Å⁻¹
charge	+1

***

Entry 2:
This record from the Open Molecules 2025 dataset describes a cluster of 2 separate species, C3H9N2O2 in total in a non-equilibrium geometry. The level of theory is ωB97M-V/def2-TZVPD.

The geometry in XYZ format:
```
16
Properties=species:S:1:pos:R:3
O -1.43 0.35 -1.56
O -0.55 1.89 -0.21
N 2.04 0.47 -0.04
N 1.07 -1.69 -0.18
C -0.88 0.58 -0.36
C 1.05 -0.40 -0.26
C -1.46 -0.22 0.81
H 0.13 -2.11 -0.36
H -2.43 0.16 1.09
H 2.85 0.22 0.46
H -1.62 -1.23 0.33
H 1.93 -2.27 0.02
H -0.72 -0.26 1.66
H 1.70 1.37 0.23
H -1.50 1.09 -2.23
H -0.17 2.04 0.61
```

frontier orbital gap	10.7	eV
largest force on an atom	3.492	eV Å⁻¹
charge	+1

***

Per-record relative energy (zero: lowest compared OMol25 entry of this formula, charge and spin), eV: 0.2498; 2.5814